No. 1
Density functional theory data (wB97M-V/def2-TZVPD) for C36H90AsF15N6O12 as an isolated structure.

For the frontier orbital gap, the calculation gives 0.151 Ha. The total energy comes out at -6390.107623 a.u. The spin multiplicity is 1. The highest occupied orbital energy comes out at -9.426 eV. As for the total charge: +2.

Geometry as XYZ:
```
160
Properties=species:S:1:pos:R:3:mulliken_charge:R:1
C 10.75559 -7.68687 -12.40838 -1.287
C 11.15452 -8.01904 -13.82873 1.418
C 12.53648 -8.66263 -13.93184 -0.380
O 12.86283 -9.04734 -15.22608 -0.494
C 14.25397 -9.42601 -15.31306 -0.101
N 10.10846 -8.98108 -14.47666 -0.110
H 9.88083 -8.61548 -15.40207 0.351
H 10.28339 -9.97951 -14.57793 0.334
H 9.19429 -8.87452 -14.03082 0.405
H 10.53881 -8.44966 -11.65855 0.398
H 9.78297 -7.18908 -12.42430 0.629
H 11.52996 -7.00048 -12.06982 -0.326
H 10.93870 -7.19941 -14.51045 -0.615
H 12.49320 -9.58528 -13.33151 0.806
H 13.20732 -8.00630 -13.36964 -0.335
H 14.49936 -9.97122 -14.39955 -0.045
H 14.82867 -8.50805 -15.43357 -0.111
H 14.31061 -10.06110 -16.19342 0.365
C 14.69898 -2.56703 -10.72266 -1.072
C 15.12355 -3.97055 -10.31287 1.190
C 16.20039 -4.17455 -9.25195 -1.093
O 16.12883 -5.48329 -8.73597 -0.304
C 17.09942 -5.74828 -7.76220 -0.895
N 13.76875 -4.61158 -9.88024 0.337
H 13.27213 -3.91637 -9.32112 0.366
H 13.17945 -4.85061 -10.68417 -0.600
H 13.92461 -5.49798 -9.40496 0.482
H 14.04912 -2.62934 -11.59606 -0.152
H 15.48909 -1.93784 -11.13540 0.804
H 14.12916 -2.01064 -9.97560 -0.154
H 15.30367 -4.54371 -11.22186 -0.226
H 16.32065 -3.42216 -8.46494 0.485
H 17.15464 -4.03790 -9.77685 0.413
H 17.06576 -6.81855 -7.53871 0.243
H 16.92008 -5.29086 -6.78690 0.353
H 18.14466 -5.65132 -8.06833 0.381
C 10.84650 -4.33305 -17.05797 -0.934
C 10.21254 -3.77712 -18.29360 0.133
C 9.36316 -2.55106 -18.08287 0.304
O 8.76358 -2.24651 -19.34105 -0.412
C 8.34967 -0.88650 -19.46774 -0.635
N 11.23315 -3.47679 -19.40109 0.398
H 11.91654 -2.71070 -19.27805 -0.090
H 11.83174 -4.28664 -19.62941 -0.084
H 10.73900 -3.28164 -20.27004 0.450
H 10.13761 -4.39377 -16.22918 0.059
H 11.78894 -3.91131 -16.72046 0.174
H 10.96328 -5.41787 -17.15751 0.544
H 9.57417 -4.51648 -18.77944 0.274
H 10.06041 -1.74035 -17.83816 -0.771
H 8.57244 -2.57324 -17.33003 0.562
H 7.34656 -0.74737 -19.06026 0.304
H 8.37241 -0.54650 -20.50115 0.311
H 9.02773 -0.20824 -18.94440 0.093
C 13.17364 2.74154 -9.31398 -1.354
C 12.70917 1.35796 -8.75939 0.130
C 11.84460 0.70904 -9.81880 -0.770
O 12.54666 0.33602 -10.98965 -0.408
C 11.86656 -0.70012 -11.72503 -1.012
N 13.94603 0.54032 -8.45666 -0.296
H 14.51383 0.97574 -7.72808 0.395
H 13.77956 -0.41162 -8.12384 0.348
H 14.60571 0.36907 -9.21930 0.368
H 13.58891 3.42143 -8.56579 0.435
H 12.32738 3.38660 -9.56131 0.408
H 13.76247 2.66001 -10.22504 0.351
H 12.18004 1.44798 -7.81382 0.289
H 11.13774 1.48081 -10.13747 0.498
H 11.21048 -0.09981 -9.44328 0.423
H 10.91277 -0.27526 -12.05651 0.528
H 11.46642 -1.55934 -11.17257 0.328
H 12.35649 -1.08807 -12.61494 0.326
C 16.83261 -0.56266 -17.32692 -1.566
C 16.98228 -2.07080 -17.62964 0.664
C 17.80990 -2.89181 -16.64070 -0.659
O 17.66866 -4.19190 -17.15868 -0.181
C 18.06155 -5.25550 -16.30982 -0.730
N 15.59704 -2.62897 -17.69109 1.038
H 15.55163 -3.40399 -18.35902 -0.347
H 15.27945 -2.92004 -16.76962 0.058
H 14.81517 -2.08908 -18.08710 0.074
H 17.70017 0.01494 -17.64215 0.408
H 16.69204 -0.42014 -16.25164 0.344
H 15.96286 -0.07457 -17.76709 0.330
H 17.49686 -2.22860 -18.57592 0.395
H 17.39330 -2.79894 -15.62960 0.148
H 18.84501 -2.54326 -16.59109 0.497
H 17.76961 -6.18285 -16.79832 0.192
H 17.66979 -5.29333 -15.28964 0.219
H 19.15357 -5.20791 -16.25746 0.381
C 17.47158 -12.08579 -10.95363 -1.469
C 16.80244 -10.74822 -10.65036 -0.207
C 16.18876 -10.08827 -11.94955 -0.572
O 15.12969 -9.21693 -11.63412 -0.151
C 15.55778 -7.95698 -11.11770 -0.479
N 15.65234 -11.19163 -9.74531 -0.259
H 14.99682 -10.45295 -9.48769 0.288
H 15.12636 -11.91745 -10.23321 0.373
H 16.00681 -11.61764 -8.88956 0.391
H 17.89830 -12.56143 -10.06589 0.465
H 18.34174 -12.02793 -11.60826 0.372
H 16.83905 -12.87031 -11.37395 0.438
H 17.28065 -9.97914 -10.04757 0.396
H 15.78292 -10.97211 -12.44467 0.389
H 16.96716 -9.64396 -12.56980 0.473
H 16.12582 -7.38609 -11.85763 0.259
H 16.27525 -8.05485 -10.29686 0.395
H 14.73137 -7.33482 -10.78701 -0.155
As 13.86492 -4.71001 -14.33015 2.219
F 12.85878 -5.90453 -15.09887 -0.191
F 13.30023 -5.16467 -12.64951 -0.344
F 14.87801 -3.55565 -13.47506 -0.484
F 14.48100 -4.27467 -15.90619 -0.221
F 12.67310 -3.39312 -14.41370 -0.420
F 15.07621 -5.99752 -14.14516 -0.750
C 12.67337 -0.04430 -18.77154 -0.491
O 11.92381 -0.55290 -17.59032 0.342
O 13.31718 -1.13785 -19.24435 -0.955
C 11.79223 0.88424 -19.62402 0.715
F 12.47179 1.30459 -20.69937 -0.286
F 10.73561 0.20388 -20.13601 -0.237
F 11.40845 1.95204 -18.92698 -0.276
C 11.30524 0.38865 -16.70800 -0.749
C 11.00930 -0.27279 -15.40880 -0.597
H 11.93816 -0.75998 -15.08372 -0.089
H 10.70412 0.36181 -14.57782 0.490
H 10.32793 -1.11662 -15.52952 -0.134
H 10.32501 0.60660 -17.14848 0.140
H 11.86628 1.32007 -16.61752 0.676
H 13.39978 0.60233 -18.25430 0.238
C 10.16406 -4.80331 -10.42579 1.330
O 9.32728 -4.23413 -11.48057 -0.548
O 10.81486 -3.76317 -9.84480 -0.846
C 9.14237 -5.65684 -9.60923 0.628
F 9.63982 -5.97419 -8.40887 -0.277
F 7.89590 -5.21690 -9.39626 -0.271
F 9.00975 -6.81290 -10.32345 -0.266
C 10.07888 -3.83691 -12.59394 2.048
C 9.22668 -3.50299 -13.79826 -0.923
H 8.86004 -4.40426 -14.28900 0.307
H 8.38170 -2.91922 -13.42800 0.433
H 9.75933 -2.79116 -14.42738 -0.100
H 10.94712 -4.48344 -12.71230 -0.406
H 10.61312 -2.90586 -12.36695 -0.943
H 10.91339 -5.49927 -10.83230 -1.114
C 14.09860 -5.54459 -20.48002 -0.152
O 13.86629 -5.71085 -19.09104 0.220
O 12.97212 -5.10570 -21.11975 -0.966
C 15.40036 -4.63171 -20.53953 0.694
F 16.50037 -5.08536 -19.90862 -0.309
F 15.74875 -4.52220 -21.85789 -0.330
F 15.19896 -3.33144 -20.22596 -0.285
C 13.80106 -7.03228 -18.56607 -0.565
C 15.01383 -7.13263 -17.65346 -0.381
H 14.81725 -6.60040 -16.71858 -0.090
H 15.12603 -8.15209 -17.26170 0.388
H 15.95260 -6.77202 -18.06695 0.251
H 13.77314 -7.94354 -19.16544 0.441
H 12.93008 -7.02975 -17.90446 -0.188
H 14.40393 -6.52128 -20.87622 0.283
```

No. 2
Density functional theory data (wB97M-V/def2-TZVPD) for a 6-piece molecular cluster, C36H90N6 overall.

For the frontier orbital gap, the calculation gives 0.326 Ha. The total energy comes out at -1753.927562 a.u. The spin multiplicity is 1. The structure (SMILES) is CCN(CC)CC.CCN(CC)CC.CCN(CC)CC.CCN(CC)CC.CCN(CC)CC.CCN(CC)CC. The highest occupied orbital energy comes out at -8.143 eV. As for the energy above the lowest of the compared OMol25 structures with the same formula, charge and spin: 353.3 kJ/mol. As for the total charge: 0.

Geometry as XYZ:
```
132
Properties=species:S:1:pos:R:3:mulliken_charge:R:1
C 5.35225 -4.04779 -2.74245 -1.456
C 4.97515 -3.43713 -1.36478 0.117
N 6.08784 -2.71058 -0.80481 0.085
C 7.05898 -3.70356 -0.24323 -0.571
C 8.35591 -3.08827 0.32658 -1.392
C 5.70512 -1.78826 0.27030 0.193
C 6.48786 -0.46742 0.17525 -1.507
H 6.05802 -4.87697 -2.69304 0.372
H 5.73655 -3.30876 -3.44547 0.306
H 4.35984 -4.34131 -3.08461 0.443
H 4.17480 -2.71824 -1.54012 -0.087
H 4.58326 -4.28740 -0.80660 0.305
H 6.44547 -4.36161 0.37214 0.497
H 7.42781 -4.38404 -1.01071 0.336
H 8.88858 -3.95277 0.72281 0.433
H 8.97397 -2.74563 -0.50330 0.327
H 8.35525 -2.34850 1.12710 0.337
H 5.85436 -2.25600 1.24346 0.309
H 4.64917 -1.53425 0.17789 -0.047
H 7.57234 -0.57459 0.15254 0.308
H 6.23236 0.28211 0.92427 0.395
H 6.35770 0.07021 -0.76395 0.284
C -6.68609 -3.79614 1.82971 -1.766
C -6.38429 -2.34508 2.20099 -0.386
N -5.43992 -2.22103 3.35578 0.065
C -5.14748 -0.83720 3.58478 -0.943
C -4.01838 -0.45596 2.65275 -0.841
C -6.12693 -2.85948 4.50337 -0.365
C -5.19838 -2.94205 5.72167 -1.245
H -5.73231 -4.32377 1.82712 0.459
H -7.07268 -4.06932 0.84786 0.310
H -7.41771 -4.34376 2.42381 0.425
H -6.06085 -1.77027 1.33319 0.516
H -7.33447 -1.90366 2.50165 0.436
H -5.98800 -0.15470 3.45909 0.336
H -5.00822 -0.58550 4.63614 0.532
H -4.01532 0.63042 2.74151 0.454
H -3.02529 -0.70099 3.02938 0.371
H -4.20845 -0.62032 1.59211 0.015
H -6.37114 -3.86611 4.16406 0.304
H -7.03822 -2.33187 4.78495 0.327
H -5.58774 -3.39786 6.63201 0.408
H -4.65433 -2.02273 5.93837 0.294
H -4.41858 -3.69809 5.62994 0.342
C -2.18940 -0.01402 -0.15990 -0.884
C -0.60551 -0.07008 -0.14710 -0.524
N -0.06704 -1.08055 -1.05138 0.754
C -0.25326 -0.86085 -2.52475 0.365
C -0.06158 -2.20761 -3.08748 -1.553
C 1.39222 -1.34092 -0.75973 -0.543
C 1.50998 -2.53087 0.17090 -1.221
H -2.53863 -1.04646 -0.17455 -0.060
H -2.54044 0.54113 -1.02977 0.288
H -2.40572 0.44022 0.80704 0.444
H -0.19532 0.92738 -0.30497 0.087
H -0.26643 -0.30169 0.86259 0.448
H -1.32172 -0.66124 -2.60641 0.051
H 0.47044 -0.18110 -2.97452 -0.115
H -0.58693 -2.41569 -4.01958 0.478
H 0.95984 -2.52286 -3.30061 0.371
H -0.52653 -3.03566 -2.55245 0.336
H 1.90463 -0.49661 -0.29857 0.013
H 1.99450 -1.58398 -1.63509 0.352
H 1.02345 -3.35196 -0.35561 0.285
H 1.09659 -2.39359 1.17008 0.316
H 2.53657 -2.89170 0.23421 0.296
C -7.88344 -1.90315 -2.79053 -1.288
C -6.54069 -2.14048 -3.47112 -0.482
N -5.28243 -2.13906 -2.71031 0.230
C -5.21954 -3.30409 -1.82360 -0.503
C -4.33342 -3.09236 -0.60749 -0.962
C -4.15598 -2.08034 -3.64290 -0.116
C -3.94296 -0.71772 -4.24101 -1.508
H -8.50855 -1.35130 -3.49252 0.407
H -7.65548 -1.35449 -1.87669 0.261
H -8.44377 -2.79846 -2.52116 0.300
H -6.53904 -3.02927 -4.10212 0.419
H -6.40587 -1.34317 -4.20201 0.333
H -4.93056 -4.22422 -2.33149 0.204
H -6.22492 -3.49100 -1.44626 0.384
H -3.26630 -3.19929 -0.80222 0.327
H -4.55823 -3.91087 0.07632 0.301
H -4.60333 -2.09648 -0.25611 0.143
H -3.20662 -2.18046 -3.11679 -0.069
H -4.28568 -2.86832 -4.38478 0.367
H -2.94406 -0.55621 -4.64627 0.404
H -4.61021 -0.34514 -5.01822 0.432
H -4.10086 0.06925 -3.50354 0.393
C 0.53042 5.58660 -4.01308 -1.318
C 1.16031 4.75510 -2.80012 -0.410
N 2.28682 3.96186 -3.22794 0.281
C 2.45563 2.71462 -2.45428 -1.286
C 3.03019 2.87780 -1.02662 -0.585
C 3.51361 4.78745 -3.48138 -0.175
C 4.62174 4.07155 -4.12912 -1.326
H 1.16993 6.45168 -4.18847 0.334
H -0.40517 6.10934 -3.81432 0.419
H 0.39797 4.99334 -4.91783 0.311
H 1.46656 5.53475 -2.10266 0.178
H 0.43518 4.10974 -2.30435 0.450
H 1.55675 2.10727 -2.56041 0.568
H 3.25191 2.09202 -2.86221 0.223
H 3.73202 2.08748 -0.76024 0.382
H 3.56310 3.81378 -0.85913 0.444
H 2.18289 2.86771 -0.34101 -0.104
H 3.96823 5.17761 -2.57077 0.258
H 3.30873 5.65530 -4.10824 0.331
H 5.60086 4.53731 -4.01730 0.379
H 4.32555 3.84907 -5.15423 0.320
H 4.87598 3.14512 -3.61415 0.275
C 2.02008 2.01540 2.81998 -0.706
C 1.89442 3.57506 2.69899 -0.439
N 2.10624 4.21151 4.01702 0.124
C 1.05847 3.91046 5.03401 -0.349
C 1.55491 4.10323 6.50609 -1.344
C 2.27926 5.70804 4.01569 -0.374
C 3.23831 6.16208 2.91268 -1.312
H 1.09557 1.69221 3.29845 0.275
H 2.93909 1.59668 3.23011 0.291
H 2.07213 1.49109 1.86579 0.001
H 2.71976 3.85014 2.04231 0.227
H 0.98754 3.89688 2.18704 0.183
H 0.17457 4.52639 4.86835 0.342
H 0.74705 2.86738 5.08970 0.326
H 0.98354 3.66333 7.32348 0.419
H 2.54579 3.71294 6.73830 0.347
H 1.50548 5.17487 6.69906 0.295
H 2.79325 5.99361 4.93350 0.306
H 1.29432 6.17493 4.01837 0.413
H 2.86867 5.88786 1.92462 0.270
H 4.17432 5.60436 2.94298 0.367
H 3.47247 7.22662 2.91026 0.386
```